{
  "formula": "C25H32BBiN5O3S3",
  "method": "wB97M-V/def2-TZVPD",
  "species": ["Bi", "C", "N", "C", "C", "N", "B", "N", "C", "C", "N", "C", "C", "S", "C", "S", "H", "H", "H", "H", "H", "H", "H", "H", "H", "H", "H", "H", "N", "C", "C", "C", "O", "O", "H", "H", "H", "H", "H", "H", "O", "S", "C", "C", "C", "C", "C", "C", "C", "C", "C", "C", "C", "C", "C", "C", "H", "H", "H", "H", "H", "H", "H", "H", "H", "H", "H", "H", "H", "H"],
  "positions_angstrom": [[-1.420, -0.383, -0.145], [-4.489, 0.262, -2.914], [-3.754, 1.438, -2.538], [-3.349, 2.419, -3.396], [-2.815, 3.409, -2.636], [-2.888, 3.045, -1.326], [-2.435, 4.078, -0.241], [-2.503, 3.452, 1.169], [-3.333, 3.815, 2.180], [-2.985, 3.115, 3.294], [-1.935, 2.317, 2.955], [-1.213, 1.433, 3.828], [-1.671, 2.537, 1.657], [-0.405, 1.758, 0.771], [-3.450, 1.843, -1.279], [-3.740, 0.824, 0.103], [-5.160, 0.509, -3.736], [-5.085, -0.075, -2.068], [-3.821, -0.539, -3.236], [-3.470, 2.337, -4.456], [-2.406, 4.357, -2.917], [-3.195, 4.985, -0.287], [-1.310, 4.366, -0.488], [-4.113, 4.532, 2.044], [-3.400, 3.130, 4.280], [-1.811, 1.219, 4.710], [-0.280, 1.904, 4.140], [-0.986, 0.499, 3.312], [-2.986, -2.281, 0.669], [-2.284, -3.565, 0.794], [-0.785, -3.376, 1.061], [-0.494, -2.308, 2.114], [0.080, -2.560, 3.138], [-0.907, -1.081, 1.854], [-3.226, -1.921, 1.589], [-3.850, -2.381, 0.145], [-2.404, -4.128, -0.134], [-2.702, -4.173, 1.605], [-0.266, -3.095, 0.144], [-0.362, -4.317, 1.418], [1.018, -0.596, -0.306], [1.880, -0.931, 0.889], [2.679, 0.642, 1.443], [3.514, 1.321, 0.414], [4.891, 1.443, 0.574], [5.651, 2.101, -0.378], [5.043, 2.649, -1.495], [3.671, 2.535, -1.657], [2.910, 1.873, -0.711], [3.343, -1.671, 0.058], [2.920, -2.909, -0.656], [2.696, -2.876, -2.026], [2.338, -4.027, -2.705], [2.195, -5.223, -2.021], [2.379, -5.252, -0.649], [2.738, -4.104, 0.033], [3.259, 0.347, 2.314], [1.853, 1.277, 1.759], [5.369, 1.047, 1.459], [6.718, 2.197, -0.247], [5.632, 3.169, -2.237], [3.192, 2.978, -2.518], [1.840, 1.785, -0.832], [4.057, -1.874, 0.851], [3.726, -0.922, -0.633], [2.814, -1.945, -2.562], [2.187, -3.993, -3.772], [1.953, -6.128, -2.557], [2.258, -6.180, -0.112], [2.888, -4.132, 1.103]],
  "max_force_ha_per_bohr": 0.03180,
  "e_lumo_ha": -0.1052,
  "total_charge": 1,
  "de_lowest_kcal_mol": 11.0,
  "energy_ev": -79057.21852
}

{
  "formula": "C25H32BrMoO2S4",
  "method": "wB97M-V/def2-TZVPD",
  "species": ["Mo", "C", "C", "S", "C", "C", "S", "C", "C", "S", "C", "C", "S", "H", "H", "H", "H", "H", "H", "H", "H", "H", "H", "H", "H", "H", "H", "H", "H", "Br", "C", "C", "C", "C", "C", "C", "C", "O", "O", "H", "H", "H", "H", "C", "C", "C", "C", "C", "C", "C", "C", "C", "C", "H", "H", "H", "H", "H", "H", "H", "H", "H", "H", "H", "H"],
  "positions_angstrom": [[-0.092, 0.593, 0.294], [1.396, 3.331, -1.590], [1.029, 2.311, -2.661], [0.803, 0.572, -2.116], [2.507, -0.043, -2.105], [3.322, 0.493, -0.948], [2.410, 0.091, 0.563], [2.997, 1.334, 1.736], [2.091, 1.306, 2.945], [0.319, 1.500, 2.583], [0.070, 3.298, 2.398], [0.741, 3.952, 1.197], [0.179, 3.094, -0.296], [1.284, 4.339, -1.991], [2.410, 3.221, -1.214], [1.787, 2.266, -3.445], [0.084, 2.570, -3.139], [2.958, 0.204, -3.067], [2.411, -1.129, -2.053], [3.503, 1.562, -1.000], [4.284, -0.019, -0.888], [3.017, 2.301, 1.241], [4.016, 1.071, 2.027], [2.352, 2.086, 3.662], [2.157, 0.352, 3.471], [0.406, 3.752, 3.331], [-1.014, 3.404, 2.355], [1.827, 3.947, 1.258], [0.410, 4.989, 1.125], [-3.866, -1.105, -2.479], [-4.660, 0.169, -1.348], [-6.035, 0.297, -1.424], [-6.698, 1.201, -0.604], [-6.005, 1.988, 0.314], [-4.640, 1.862, 0.405], [-3.944, 0.960, -0.427], [-2.528, 0.911, -0.265], [-1.680, 0.293, -1.012], [-1.899, 1.489, 0.738], [-6.590, -0.311, -2.124], [-7.775, 1.287, -0.681], [-6.534, 2.688, 0.945], [-4.087, 2.466, 1.111], [-1.162, -3.338, 1.147], [0.193, -2.571, 1.026], [0.897, -2.590, 2.409], [-0.090, -1.182, 0.729], [1.025, -3.128, -0.130], [2.198, -3.837, 0.094], [2.866, -4.422, -0.977], [2.366, -4.312, -2.264], [1.185, -3.614, -2.492], [0.520, -3.023, -1.428], [-1.751, -2.965, 1.986], [-0.915, -4.384, 1.325], [-1.742, -3.270, 0.228], [0.317, -2.043, 3.153], [1.906, -2.181, 2.347], [0.957, -3.626, 2.742], [-1.092, -0.647, 1.168], [2.603, -3.951, 1.091], [3.773, -4.983, -0.794], [2.879, -4.792, -3.087], [0.773, -3.557, -3.492], [-0.433, -2.529, -1.606]],
  "max_force_ha_per_bohr": 0.01694,
  "e_lumo_ha": -0.3883,
  "total_charge": 3,
  "de_lowest_kcal_mol": 0.0,
  "energy_ev": -145752.54406
}

{
  "formula": "C25H32ClGdO4P2",
  "method": "wB97M-V/def2-TZVPD",
  "species": ["Gd", "Cl", "C", "O", "P", "C", "C", "C", "C", "C", "C", "C", "C", "H", "H", "H", "H", "H", "C", "C", "C", "C", "C", "H", "H", "H", "H", "H", "C", "C", "C", "C", "C", "H", "H", "H", "H", "H", "H", "H", "C", "C", "O", "P", "O", "C", "C", "O", "C", "C", "H", "H", "H", "H", "H", "H", "H", "H", "H", "H", "H", "H", "H", "H", "H"],
  "positions_angstrom": [[0.658, -1.710, 0.353], [0.743, -4.153, 0.244], [-0.336, 0.805, 0.697], [-0.471, 1.987, 0.781], [-0.134, 0.296, -1.710], [-1.655, -0.065, -2.644], [0.392, 1.890, -2.385], [1.142, -0.870, -2.326], [1.629, 2.064, -3.034], [1.986, 3.320, -3.531], [1.121, 4.409, -3.392], [-0.116, 4.238, -2.757], [-0.485, 2.986, -2.265], [2.308, 1.222, -3.161], [2.951, 3.444, -4.027], [1.409, 5.390, -3.776], [-0.797, 5.082, -2.644], [-1.461, 2.858, -1.795], [-2.590, -0.969, -2.104], [-3.726, -1.313, -2.831], [-3.954, -0.758, -4.096], [-3.031, 0.144, -4.636], [-1.882, 0.488, -3.919], [-2.424, -1.401, -1.115], [-4.444, -2.018, -2.408], [-4.850, -1.026, -4.659], [-3.200, 0.588, -5.619], [-1.164, 1.191, -4.351], [0.891, -1.749, -3.397], [1.874, -2.652, -3.794], [3.083, -2.731, -3.103], [3.343, -1.888, -2.022], [2.407, -0.905, -1.655], [-0.068, -1.716, -3.913], [1.697, -3.299, -4.651], [3.835, -3.454, -3.416], [4.288, -1.965, -1.475], [2.682, -0.125, -0.925], [-1.158, -1.447, 0.873], [-1.117, -2.357, 0.578], [-3.356, -1.895, 4.463], [-2.395, -1.756, 3.308], [-1.424, -0.707, 3.690], [-0.275, -0.124, 2.750], [0.347, 1.035, 3.640], [-0.133, 1.397, 5.008], [0.599, 2.652, 5.380], [0.948, -1.241, 2.630], [2.313, -1.192, 3.460], [3.233, -0.175, 2.847], [-2.883, -2.392, 5.315], [-4.204, -2.512, 4.165], [-3.742, -0.926, 4.794], [-1.830, -2.679, 3.111], [-2.900, -1.442, 2.383], [-1.215, 1.573, 4.966], [0.096, 0.564, 5.684], [0.442, 3.431, 4.630], [0.224, 3.023, 6.336], [1.671, 2.468, 5.490], [1.993, -0.969, 4.479], [2.649, -2.223, 3.377], [2.787, 0.825, 2.847], [4.152, -0.129, 3.440], [3.525, -0.435, 1.819]],
  "max_force_ha_per_bohr": 0.07825,
  "multiplicity": 8,
  "e_lumo_ha": [-0.2433, -0.3110],
  "total_charge": 2,
  "de_lowest_kcal_mol": 127.4,
  "energy_ev": -86549.20244
}

{
  "formula": "C25H32FIrN4O2P",
  "method": "wB97M-V/def2-TZVPD",
  "species": ["Ir", "N", "C", "C", "N", "C", "C", "N", "C", "C", "N", "H", "H", "H", "H", "H", "H", "H", "H", "H", "H", "H", "H", "H", "H", "H", "H", "H", "H", "O", "C", "O", "C", "C", "C", "C", "C", "C", "P", "C", "C", "C", "C", "C", "C", "C", "C", "C", "C", "C", "C", "H", "H", "H", "H", "H", "H", "H", "H", "H", "H", "H", "H", "H", "H", "F"],
  "positions_angstrom": [[1.444, -0.963, 0.042], [3.260, 0.465, -0.407], [4.009, 0.729, 0.823], [4.292, -0.577, 1.560], [3.067, -1.327, 1.874], [3.378, -2.752, 2.035], [3.463, -3.476, 0.690], [2.217, -3.262, -0.048], [2.414, -0.772, 3.067], [0.996, -1.307, 3.274], [0.198, -1.082, 2.064], [3.867, 0.137, -1.158], [2.836, 1.361, -0.685], [3.417, 1.420, 1.427], [4.968, 1.220, 0.618], [4.859, -0.375, 2.477], [4.913, -1.196, 0.913], [2.583, -3.223, 2.609], [4.314, -2.881, 2.592], [3.657, -4.539, 0.886], [4.281, -3.091, 0.081], [1.467, -3.825, 0.346], [2.316, -3.523, -1.026], [2.357, 0.310, 2.947], [3.008, -0.984, 3.964], [0.567, -0.791, 4.141], [0.994, -2.375, 3.494], [-0.145, -0.122, 2.039], [-0.613, -1.695, 2.030], [1.824, 2.847, -0.055], [0.715, 2.377, 0.106], [0.466, 1.137, 0.396], [-0.556, 3.149, -0.028], [-0.665, 4.481, 0.330], [-1.912, 5.086, 0.274], [-3.023, 4.369, -0.147], [-2.906, 3.046, -0.548], [-1.667, 2.424, -0.464], [-1.349, 0.700, -0.957], [-2.467, -0.380, -0.076], [-3.057, 0.016, 1.125], [-3.961, -0.826, 1.745], [-4.259, -2.066, 1.192], [-3.624, -2.480, 0.027], [-2.714, -1.651, -0.601], [-1.718, 0.656, -2.736], [-0.689, 0.975, -3.620], [-0.923, 0.956, -4.982], [-2.186, 0.632, -5.458], [-3.206, 0.306, -4.573], [-2.983, 0.314, -3.208], [0.211, 5.017, 0.658], [-2.023, 6.116, 0.573], [-3.993, 4.842, -0.170], [-3.777, 2.501, -0.883], [-2.820, 0.982, 1.546], [-4.447, -0.512, 2.656], [-4.982, -2.709, 1.672], [-3.848, -3.448, -0.393], [-2.197, -1.967, -1.495], [0.290, 1.216, -3.235], [-0.130, 1.192, -5.675], [-2.382, 0.654, -6.520], [-4.185, 0.047, -4.948], [-3.782, 0.077, -2.520], [0.545, -1.584, -1.677]],
  "max_force_ha_per_bohr": 0.04151,
  "multiplicity": 6,
  "e_lumo_ha": [-0.1862, -0.2966],
  "total_charge": 2,
  "de_lowest_kcal_mol": 19.1,
  "energy_ev": -51328.93910
}

Q: Which formula does entry 2 have?
A: C25H32BrMoO2S4